Formula: C54H43BrF3N4O3P2STi
Source: the OMol25 dataset
Level of theory: ωB97M-V/def2-TZVPD

```
112
C54H43BrF3N4O3P2STi ωB97M-V/def2-TZVPD
Ti 1.1044 0.9912 0.6889
C -6.0228 0.3701 -0.9769
C -5.0167 -0.7048 -0.5242
C -5.7181 -2.0679 -0.4244
C -4.4576 -0.3084 0.8319
C -5.2565 -0.3600 1.9726
C -4.7943 0.0604 3.2054
C -3.5177 0.5900 3.3172
C -2.6978 0.6738 2.2008
P -1.0826 1.5308 2.2673
C -0.7931 1.6143 4.0717
C -1.3545 2.6345 4.8404
C -1.1228 2.6906 6.2079
C -0.3207 1.7372 6.8193
C 0.2230 0.7072 6.0646
C -0.0176 0.6416 4.7003
C -1.5639 3.2407 1.8562
C -0.6399 4.2493 2.1242
C -0.9214 5.5630 1.7893
C -2.1397 5.8837 1.2008
C -3.0757 4.8883 0.9643
C -2.7855 3.5655 1.2775
C -3.1704 0.1830 0.9830
O -2.2642 0.2189 -0.0488
C -2.5890 -0.3815 -1.2466
C -1.5332 -0.5764 -2.1320
C -1.7989 -1.1420 -3.3747
C -3.0927 -1.4769 -3.7281
C -4.1149 -1.3113 -2.8088
C -3.8848 -0.7918 -1.5403
P 0.2269 -0.2955 -1.6490
C 0.6989 -2.0836 -1.5814
C 1.8740 -2.6430 -2.0763
C 2.1764 -3.9819 -1.8571
C 1.3174 -4.7871 -1.1287
C 0.1303 -4.2510 -0.6466
C -0.1739 -2.9192 -0.8754
C 0.8460 0.4402 -3.2104
C 2.1189 0.2333 -3.7407
C 2.5215 0.8878 -4.8974
C 1.6741 1.7912 -5.5199
C 0.4139 2.0237 -4.9894
C 0.0057 1.3571 -3.8472
H -6.8389 0.4635 -0.2562
H -6.4478 0.1120 -1.9496
H -5.5312 1.3420 -1.0663
H -6.5589 -2.0305 0.2690
H -5.0210 -2.8352 -0.0798
H -6.1122 -2.3774 -1.3922
H -6.2691 -0.7347 1.8915
H -5.4365 0.0027 4.0750
H -3.1618 0.9445 4.2742
H -1.9668 3.3962 4.3744
H -1.5663 3.4882 6.7924
H -0.1202 1.7949 7.8820
H 0.8519 -0.0408 6.5328
H 0.4154 -0.1662 4.1281
H 0.2941 4.0049 2.6157
H -0.1888 6.3360 1.9881
H -2.3600 6.9086 0.9307
H -4.0410 5.1400 0.5417
H -3.5231 2.7976 1.0791
H -0.9835 -1.3210 -4.0635
H -3.3042 -1.8860 -4.7077
H -5.1207 -1.6030 -3.0859
H 2.5752 -2.0602 -2.6496
H 3.0967 -4.3892 -2.2614
H 1.5617 -5.8261 -0.9445
H -0.5658 -4.8703 -0.0927
H -1.1192 -2.5361 -0.5150
H 2.8268 -0.4158 -3.2539
H 3.5087 0.6960 -5.3011
H 2.0020 2.3302 -6.3998
H -0.2504 2.7403 -5.4574
H -0.9750 1.5630 -3.4412
S 3.0998 0.8610 -0.6430
C 3.5108 -0.7646 -0.1068
N 4.5166 -1.4583 -0.5936
N 5.2301 -0.9086 -1.5079
C 6.1418 -1.6495 -2.3054
C 6.3910 -2.9950 -2.0621
C 7.1959 -3.6985 -2.9425
C 7.7491 -3.0683 -4.0522
C 7.5213 -1.7168 -4.2591
C 6.7214 -1.0004 -3.3836
N 2.7672 -1.4563 0.7813
N 1.6830 -0.9228 1.1334
C 0.9776 -1.6819 2.1341
C -0.4072 -1.6595 2.1193
C -1.1265 -2.3657 3.0709
C -0.4527 -3.0830 4.0477
C 0.9395 -3.0976 4.0614
C 1.6610 -2.4037 3.1047
H 5.0416 0.0574 -1.7641
H 5.9505 -3.4688 -1.1941
H 7.3849 -4.7497 -2.7662
H 8.3552 -3.6294 -4.7518
H 7.9637 -1.2176 -5.1110
H 6.5456 0.0602 -3.5383
H -0.9226 -1.1209 1.3350
H -2.2098 -2.3627 3.0369
H -1.0085 -3.6301 4.7983
H 1.4644 -3.6573 4.8250
H 2.7425 -2.3942 3.1093
Br 2.4285 1.6531 2.6183
F 2.1187 5.5676 -0.9962
C 2.2673 4.4100 -0.3598
F 2.0502 4.6071 0.9396
F 3.5261 3.9933 -0.5163
C 1.2854 3.3722 -0.9920
O 1.1436 3.3909 -2.1651
O 0.6723 2.5353 -0.1205
```

HOMO   -10.11 eV
Total charge   +1
Gap between HOMO and LUMO   6.04 eV